21
Properties=species:S:1:pos:R:3:forces:R:3 method="wB97M-V/def2-TZVPD" homo_ev=-8.1 relative_energy_kcal_mol=54.3 lumo_ev=0.94 multiplicity=1 gap_ha=0.3338
C -0.981 2.135 -0.741 -0.4 0.1 0.5
C -1.116 1.077 0.047 -0.1 -0.3 0.3
C -0.091 0.039 0.233 1.4 0.9 0.6
C 0.756 -0.364 -0.738 0.8 0.0 0.1
N 1.056 0.248 -1.939 -1.4 0.3 -1.0
C 0.265 -0.263 1.709 -0.5 -0.9 -1.1
C 1.577 -1.008 1.925 -0.8 -1.3 0.3
H -1.773 2.839 -0.942 0.0 0.1 0.2
H 0.011 2.366 -1.036 0.6 0.3 -0.9
H -2.020 0.935 0.638 -0.2 -0.1 -0.3
H 1.417 -1.201 -0.555 0.1 0.1 0.3
H 0.262 0.749 -2.334 0.2 0.3 0.2
H 1.432 -0.295 -2.700 0.2 -0.6 0.4
H 0.350 0.677 2.252 -0.5 0.1 -0.1
H -0.594 -0.865 2.018 0.2 0.2 1.0
H 1.454 -2.084 1.748 0.0 0.1 -0.7
H 1.833 -1.076 2.984 0.3 0.8 0.0
H 2.358 -0.631 1.274 0.3 0.1 0.4
O -2.095 -1.435 -1.435 -0.1 -0.4 -0.1
H -1.402 -1.140 -0.817 -0.4 0.1 -0.3
H -2.700 -0.703 -1.590 0.2 0.0 0.2